Here is C38H81F6N3O10Y as an isolated structure from OMol25. Energies are from ωB97M-V/def2-TZVPD.

largest force on an atom	4.5	eV/Å
DFT total energy	-3049.6137	Eh
LUMO level	-8.36	eV
M	943.0	g/mol
total charge	+1

The geometry in XYZ format:
```
139
Properties=species:S:1:pos:R:3:mulliken_charge:R:1
Y 0.052 15.842 -8.296 0.997
C -1.367 10.492 -4.431 0.043
O -0.077 10.091 -4.208 -0.277
O -1.290 11.503 -5.455 -0.470
C -2.320 9.207 -4.769 0.777
F -2.313 8.373 -3.773 -0.239
F -3.570 9.565 -4.932 -0.248
F -1.962 8.499 -5.861 -0.254
C 0.248 9.632 -2.890 -0.158
C 1.704 9.148 -2.988 -1.242
H 2.348 9.946 -3.356 0.306
H 2.071 8.962 -1.978 0.395
H 1.719 8.280 -3.647 0.316
H -0.423 8.869 -2.495 0.321
H 0.154 10.491 -2.226 0.335
H -1.734 10.889 -3.485 0.367
C 1.103 16.164 -2.173 0.019
O -0.041 17.067 -2.004 -0.333
O 1.399 16.211 -3.557 -0.548
C 2.248 16.278 -1.030 0.880
F 2.537 15.153 -0.335 -0.257
F 3.440 16.833 -1.502 -0.266
F 2.017 17.127 -0.014 -0.246
C -0.932 16.809 -0.908 -0.291
C -2.283 16.576 -1.545 -1.134
H -2.709 17.557 -1.758 0.290
H -2.285 15.987 -2.462 0.296
H -3.036 16.182 -0.864 0.368
H -0.973 17.590 -0.149 0.335
H -0.685 15.971 -0.256 0.345
H 0.610 15.230 -1.904 0.313
O 6.476 13.603 -4.938 -0.624
H 6.358 13.665 -3.990 0.320
H 5.657 13.936 -5.305 0.305
O -1.605 19.049 -6.233 -0.630
H -1.232 19.195 -5.364 0.324
H -2.479 19.437 -6.188 0.321
C 3.740 25.489 0.362 -1.873
C 2.386 24.812 0.560 1.563
C 2.368 23.892 1.827 -1.132
C 1.039 23.240 2.064 -0.536
C 0.042 24.441 2.350 -1.381
C -0.088 25.522 1.161 1.566
N 1.311 25.842 0.726 0.023
O 1.351 26.823 -0.299 -0.437
C -1.031 24.863 0.095 -1.711
C -0.767 26.779 1.711 -1.902
C 2.161 23.828 -0.625 -1.667
H 4.104 25.930 1.290 0.405
H 3.729 26.255 -0.413 0.406
H 4.453 24.823 -0.124 0.400
H 3.192 23.180 1.768 0.472
H 2.476 24.500 2.726 0.363
H 1.026 22.683 3.001 0.355
H 0.556 22.533 1.389 0.312
H 0.277 24.952 3.283 0.447
H -0.975 24.103 2.551 0.453
H -2.045 24.827 0.493 0.458
H -1.199 25.563 -0.724 0.436
H -0.821 23.829 -0.178 0.325
H -0.207 27.117 2.583 0.457
H -0.795 27.582 0.975 0.350
H -1.688 26.654 2.282 0.406
H 2.725 22.917 -0.426 0.370
H 2.573 24.137 -1.586 0.463
H 1.131 23.579 -0.879 0.244
H 0.933 26.342 -1.017 0.366
C -9.767 7.911 -2.090 -1.831
C -10.441 8.766 -0.919 1.389
C -10.460 7.868 0.256 -1.184
C -11.129 8.547 1.492 -0.700
C -10.059 9.687 1.878 -1.417
C -9.831 10.707 0.704 1.701
N -9.628 10.028 -0.627 0.257
O -9.260 10.852 -1.733 -0.418
C -11.071 11.628 0.757 -1.900
C -8.514 11.474 1.141 -1.807
C -11.874 9.179 -1.370 -1.553
H -9.471 8.513 -2.949 0.427
H -10.397 7.095 -2.444 0.395
H -8.868 7.373 -1.790 0.412
H -11.096 7.000 0.077 0.458
H -9.457 7.587 0.576 0.401
H -11.205 7.912 2.375 0.396
H -12.118 8.975 1.333 0.352
H -9.063 9.361 2.179 0.519
H -10.481 10.207 2.738 0.392
H -11.341 12.178 -0.145 0.400
H -12.022 11.129 0.939 0.389
H -10.989 12.412 1.510 0.446
H -8.543 12.548 0.959 0.420
H -8.148 11.468 2.168 0.390
H -7.616 11.165 0.606 0.390
H -12.219 9.971 -0.706 0.357
H -12.635 8.399 -1.405 0.314
H -11.734 9.663 -2.336 0.386
H -8.397 10.465 -1.902 0.356
C 3.788 12.592 6.393 -1.846
C 2.813 11.610 7.137 1.535
C 3.641 10.451 7.637 -1.406
C 2.978 9.668 8.758 -0.826
C 2.431 10.566 9.885 -1.016
C 1.594 11.766 9.445 1.442
N 2.283 12.404 8.311 0.244
O 1.699 13.568 7.809 -0.453
C 0.135 11.511 9.197 -1.747
C 1.585 12.563 10.820 -1.760
C 1.711 11.060 6.251 -1.795
H 4.329 12.189 5.537 0.384
H 4.423 13.282 6.948 0.345
H 3.008 13.133 5.858 0.532
H 3.794 9.857 6.736 0.514
H 4.695 10.643 7.841 0.431
H 3.541 8.885 9.265 0.408
H 2.120 9.146 8.333 0.308
H 3.271 10.770 10.551 0.442
H 1.827 9.791 10.355 0.342
H -0.356 11.179 10.112 0.463
H -0.409 12.365 8.792 0.381
H -0.139 10.779 8.437 0.338
H 1.113 13.545 10.816 0.423
H 0.973 12.021 11.540 0.399
H 2.556 12.787 11.261 0.410
H 1.495 10.001 6.385 0.353
H 2.193 11.050 5.274 0.593
H 0.858 11.665 5.943 0.300
H 2.294 14.259 8.110 0.362
C -6.763 23.248 -6.141 -1.162
C -5.972 22.593 -7.191 0.481
C -4.654 23.283 -7.639 -1.291
O -5.705 21.368 -6.538 -0.575
H -6.482 22.854 -5.165 0.310
H -7.800 22.957 -6.308 0.338
H -6.843 24.330 -6.244 0.327
H -6.629 22.205 -7.969 0.252
H -4.069 22.642 -8.299 0.333
H -4.080 23.762 -6.846 0.326
H -5.066 24.128 -8.191 0.354
H -6.474 20.796 -6.590 0.309
```

Here is a 6-piece molecular cluster, C36H68N6O10PS2 overall from OMol25. Energies are from ωB97M-V/def2-TZVPD.

largest force on an atom	3.7	eV/Å
DFT total energy	-3630.6471	Eh
LUMO level	-4.30	eV
M	840.1	g/mol
total charge	+1

The geometry in XYZ format:
```
123
Properties=species:S:1:pos:R:3:mulliken_charge:R:1
C -0.046 4.171 2.276 -0.975
C -0.491 2.892 1.996 -0.639
C -0.024 1.582 2.656 1.624
C -1.178 1.264 3.663 -2.100
C -2.598 1.355 3.042 -0.391
C -3.402 2.518 3.683 -0.855
C -4.536 3.052 2.764 -0.856
O -4.855 2.174 1.694 -0.438
N 1.288 1.937 3.299 0.955
C 1.343 1.973 4.785 -0.735
C 0.900 3.326 5.373 -0.576
O 0.115 3.379 6.275 -0.477
C 2.194 0.923 2.945 -0.745
N 3.487 1.016 2.899 0.400
C 4.303 -0.164 2.507 -0.804
C 4.836 -0.108 1.070 0.400
O 5.929 -1.006 0.979 -0.484
P 4.344 2.528 3.262 0.202
S 3.783 4.067 2.237 -0.206
N 1.442 -0.214 2.564 0.957
N 1.059 -1.062 3.647 -1.038
C 1.573 -2.176 3.636 0.432
S 2.198 -3.591 3.353 -0.265
C 0.350 0.398 1.710 0.697
C -0.639 -0.765 1.481 -1.328
C -1.712 -0.489 0.422 -0.576
O -1.793 0.555 -0.165 -0.457
N -2.610 -1.552 0.105 0.179
C -3.699 -1.707 1.094 -0.472
C -1.931 -2.810 -0.190 -1.001
C 1.107 0.664 0.371 -0.686
C 1.503 2.124 0.016 0.561
O 0.404 2.734 -0.650 -0.472
C 2.734 2.197 -0.911 0.162
N 2.831 3.572 -1.454 -0.731
H -0.299 4.712 3.192 0.363
H 0.522 4.714 1.516 0.115
H -1.223 2.781 1.193 0.443
H -1.070 0.269 4.116 0.355
H -1.151 1.963 4.504 0.573
H -3.128 0.446 3.345 0.989
H -2.635 1.384 1.955 -0.034
H -3.859 2.115 4.594 0.506
H -2.759 3.344 4.002 0.255
H -5.435 3.164 3.382 0.354
H -4.283 4.067 2.437 0.311
H -4.608 2.644 0.892 0.170
H 0.785 1.165 5.271 0.405
H 2.371 1.847 5.152 1.077
H 1.336 4.260 4.972 0.481
H 3.787 -1.101 2.722 -0.041
H 5.179 -0.169 3.169 0.557
H 5.222 0.877 0.805 -0.387
H 4.084 -0.384 0.323 0.199
H 5.626 -1.905 1.150 0.367
H 5.672 2.205 2.914 0.179
H 4.199 2.788 4.638 0.151
H -1.150 -1.109 2.384 0.600
H -0.030 -1.598 1.106 1.066
H -3.589 -2.677 1.596 0.351
H -3.792 -0.862 1.779 -0.020
H -4.639 -1.754 0.530 0.308
H -2.614 -3.480 -0.719 0.247
H -1.588 -3.318 0.730 0.367
H -1.071 -2.613 -0.840 0.323
H 0.593 0.269 -0.509 1.063
H 2.040 0.085 0.404 -0.503
H 1.735 2.689 0.924 -0.906
H 0.495 2.592 -1.598 0.518
H 2.717 1.452 -1.714 0.381
H 3.616 2.064 -0.262 -0.154
H 2.455 4.216 -0.763 0.274
H 3.823 3.799 -1.469 0.349
C -6.313 -4.701 -2.271 -0.996
C -6.570 -3.605 -1.273 0.692
O -5.668 -3.082 -0.651 -0.452
C -8.002 -3.178 -1.075 -1.152
H -5.247 -4.910 -2.316 0.211
H -6.838 -5.609 -1.970 0.348
H -6.650 -4.395 -3.260 0.345
H -8.598 -4.022 -0.726 0.333
H -8.413 -2.806 -2.015 0.328
H -8.046 -2.384 -0.332 0.291
C -4.335 3.878 -2.339 -0.955
C -5.775 4.277 -2.115 0.846
O -6.167 4.647 -1.033 -0.547
C -6.701 4.194 -3.302 -1.140
H -3.780 3.985 -1.408 0.117
H -4.282 2.837 -2.665 0.318
H -3.882 4.520 -3.095 0.425
H -6.747 3.167 -3.669 0.319
H -6.347 4.850 -4.099 0.332
H -7.699 4.507 -3.004 0.306
C 7.843 -2.699 -3.039 -1.026
C 7.915 -3.300 -1.656 0.818
O 7.699 -4.474 -1.465 -0.559
C 8.265 -2.370 -0.521 -0.567
H 7.583 -3.473 -3.757 0.325
H 7.080 -1.918 -3.068 0.227
H 8.811 -2.274 -3.312 0.319
H 7.517 -1.584 -0.447 -0.149
H 9.250 -1.931 -0.686 0.400
H 8.282 -2.931 0.413 0.274
C -4.614 -8.179 -4.948 -1.034
C -5.044 -6.870 -5.562 0.748
O -5.496 -5.974 -4.887 -0.485
C -4.887 -6.729 -7.055 -1.081
H -4.781 -8.146 -3.873 0.257
H -5.195 -8.999 -5.371 0.325
H -3.553 -8.349 -5.137 0.322
H -5.480 -7.489 -7.567 0.328
H -3.838 -6.838 -7.333 0.323
H -5.233 -5.745 -7.364 0.287
C 7.048 1.393 -1.140 -0.846
C 6.597 2.693 -1.759 0.788
O 6.115 3.569 -1.075 -0.570
C 6.764 2.847 -3.247 -1.351
H 6.865 1.434 -0.071 0.205
H 6.479 0.566 -1.571 0.163
H 8.114 1.237 -1.308 0.592
H 6.195 2.077 -3.770 0.322
H 7.819 2.766 -3.515 0.394
H 6.398 3.825 -3.553 0.371
```

Here is one molecule with the formula C24H25NO3 from OMol25. Energies are from ωB97M-V/def2-TZVPD.

largest force on an atom	2.8	eV/Å
relative energy (zero: lowest compared OMol25 entry of this formula, charge and spin)	104.18	kJ/mol
DFT total energy	-1210.0042	Eh
LUMO level	0.64	eV
M	375.5	g/mol

The geometry in XYZ format:
```
53
Properties=species:S:1:pos:R:3:mulliken_charge:R:1
C 2.073 1.357 2.836 -1.091
C 1.453 0.017 2.656 0.179
O 2.110 -0.882 2.129 -0.607
C -0.030 -0.302 3.145 3.223
C -0.115 -0.534 4.636 -0.157
C 0.756 -1.705 5.155 0.077
C 2.129 -1.830 4.948 -0.006
C 2.812 -2.979 5.381 -1.288
C 2.116 -4.033 5.979 -0.531
C 0.744 -3.895 6.213 -0.797
C 0.081 -2.727 5.835 -0.409
C -0.018 0.670 5.522 0.597
C -1.087 1.581 5.690 -0.991
C -2.528 1.371 5.485 -1.761
N -0.562 2.810 5.940 0.196
C -1.260 4.052 5.678 -1.027
C 0.807 2.701 6.180 0.098
C 1.748 3.702 6.356 -1.043
C 3.085 3.303 6.521 -0.705
C 3.417 1.941 6.608 -0.664
C 2.460 0.938 6.396 0.073
C 1.154 1.314 6.075 0.793
C -0.458 -1.637 2.385 -1.221
C -1.640 -1.490 1.459 -0.793
C -2.712 -0.675 2.129 -0.344
O -2.185 0.680 2.298 -0.385
C -0.938 0.894 2.772 -0.373
O -0.601 2.065 2.933 -0.524
H 1.351 2.143 2.634 0.337
H 2.423 1.467 3.870 0.004
H 2.936 1.447 2.155 0.512
H -1.153 -0.863 4.779 0.698
H 2.715 -1.047 4.464 0.555
H 3.887 -3.053 5.198 0.408
H 2.639 -4.958 6.238 0.386
H 0.158 -4.704 6.659 0.377
H -0.990 -2.615 6.037 0.362
H -2.767 0.328 5.737 0.355
H -3.113 2.039 6.129 0.548
H -2.847 1.523 4.438 0.198
H -0.674 4.864 6.109 0.389
H -1.389 4.227 4.597 0.279
H -2.245 4.018 6.146 0.321
H 1.427 4.741 6.398 0.273
H 3.863 4.065 6.609 0.379
H 4.451 1.668 6.832 0.386
H 2.691 -0.116 6.551 0.593
H 0.414 -1.979 1.815 0.414
H -0.693 -2.411 3.132 0.383
H -1.329 -1.021 0.514 0.290
H -2.036 -2.474 1.187 0.465
H -3.605 -0.553 1.508 0.417
H -2.990 -1.079 3.119 0.150
```

Here is a 2-piece molecular cluster, C3H9O2S overall from OMol25. Energies are from ωB97M-V/def2-TZVPD.

largest force on an atom	0.7	eV/Å
relative energy (zero: lowest compared OMol25 entry of this formula, charge and spin)	42.46	kJ/mol
DFT total energy	-668.3776	Eh
LUMO level	3.17	eV
M	109.2	g/mol
total charge	-1

The geometry in XYZ format:
```
15
Properties=species:S:1:pos:R:3:mulliken_charge:R:1
C 1.316 0.593 -0.247 -0.585
O 1.362 1.339 0.893 -0.869
C -0.127 0.402 -0.814 -0.588
C -0.659 -0.989 -0.604 -0.439
S -2.212 -1.359 -1.500 -0.326
H 1.757 -0.419 -0.092 0.200
H 1.921 1.028 -1.076 0.287
H -0.706 1.093 -0.224 0.286
H -0.213 0.764 -1.833 0.432
H -0.813 -1.196 0.458 0.339
H 0.067 -1.735 -0.951 0.340
H -2.672 -0.106 -1.606 0.091
H -0.358 0.214 2.972 0.234
H 0.860 0.540 1.937 0.387
O 0.477 -0.169 2.687 -0.790
```

> Among the records above, which one has the highest largest force on an atom?

C38H81F6N3O10Y

> What is the formula in the second record?

C36H68N6O10PS2

> Which of these has the highest largest force on an atom?

C38H81F6N3O10Y